# 1
Here is C36H42BCaN10O2 as an isolated structure from OMol25. Energies are from wB97M-V/def2-TZVPD.

Values from the calculation:
Kohn-Sham gap = 8.55 eV
HOMO energy = -0.392 hartree
LUMO energy = -2.114 eV
Energy above the lowest of the compared OMol25 structures with the same formula, charge and spin = 0.0 kcal/mol
Charge = +1

Last column: Löwdin charge in e.
Cartesian coordinates (Å):
Ca (0.1981, 0.1407, -0.4531)  1.395
C (-3.0020, 0.0116, 4.3242)  -0.003
C (-2.2338, -0.6429, 3.2248)  -0.269
C (-1.9458, -1.9877, 3.0771)  0.032
C (-1.2542, -2.0868, 1.8616)  -0.274
N (-1.1026, -0.8786, 1.3198)  0.005
N (-1.6944, 0.0149, 2.1744)  0.009
B (-1.8358, 1.5329, 1.8627)  -0.502
N (-0.4572, 2.2560, 2.0386)  0.004
N (0.5226, 2.1340, 1.1044)  0.039
C (1.5129, 2.9415, 1.4700)  -0.274
C (1.1920, 3.5810, 2.6798)  0.021
C (-0.0774, 3.1279, 3.0016)  -0.276
C (-0.9506, 3.5297, 4.1436)  -0.003
C (2.7146, 3.0602, 0.6271)  -0.198
C (2.6028, 2.9970, -0.7607)  -0.048
C (3.7362, 3.0404, -1.5586)  -0.067
C (4.9935, 3.1586, -0.9787)  -0.072
C (5.1112, 3.2567, 0.4008)  -0.072
C (3.9760, 3.2115, 1.1991)  -0.053
N (-2.4225, 1.7974, 0.4701)  0.023
N (-1.8086, 1.4250, -0.6901)  -0.013
C (-2.5632, 1.8603, -1.6919)  -0.233
C (-3.6919, 2.5226, -1.1856)  0.040
C (-3.5664, 2.4625, 0.1847)  -0.253
C (-4.4915, 3.0028, 1.2233)  -0.013
C (-2.1759, 1.6437, -3.1003)  -0.154
C (-1.1290, 0.8070, -3.4893)  -0.041
C (-0.8115, 0.6352, -4.8285)  -0.069
C (-1.5320, 1.2983, -5.8102)  -0.075
C (-2.5727, 2.1358, -5.4398)  -0.066
C (-2.8878, 2.3039, -4.1008)  -0.026
C (-0.7310, -3.2998, 1.2108)  -0.188
C (-0.0898, -4.2764, 1.9726)  -0.053
C (0.3858, -5.4295, 1.3688)  -0.073
C (0.2165, -5.6159, 0.0044)  -0.069
C (-0.4272, -4.6523, -0.7547)  -0.064
C (-0.9067, -3.4990, -0.1551)  -0.037
H (-3.2883, -0.7379, 5.0592)  0.089
H (-3.9076, 0.4879, 3.9485)  0.088
H (-2.4170, 0.7763, 4.8346)  0.069
H (-2.2572, -2.7957, 3.7186)  0.123
H (-2.5710, 1.9875, 2.6808)  0.107
H (1.7556, 4.3415, 3.1966)  0.120
H (-0.4078, 4.2045, 4.8022)  0.089
H (-1.2735, 2.6705, 4.7308)  0.069
H (-1.8472, 4.0401, 3.7913)  0.091
H (1.6200, 2.9400, -1.2147)  0.114
H (3.6374, 2.9972, -2.6359)  0.113
H (5.8763, 3.1953, -1.6034)  0.110
H (6.0872, 3.3784, 0.8535)  0.109
H (4.0705, 3.3101, 2.2760)  0.106
H (-4.5024, 2.9784, -1.7278)  0.113
H (-5.3437, 3.4753, 0.7394)  0.087
H (-4.0033, 3.7495, 1.8506)  0.082
H (-4.8659, 2.2114, 1.8736)  0.084
H (-0.5166, 0.2305, -2.8033)  0.057
H (-0.0025, -0.0308, -5.0991)  0.112
H (-1.2853, 1.1603, -6.8547)  0.108
H (-3.1442, 2.6616, -6.1933)  0.109
H (-3.6992, 2.9648, -3.8263)  0.108
H (0.0181, -4.1373, 3.0443)  0.105
H (0.8878, -6.1840, 1.9607)  0.106
H (0.5956, -6.5118, -0.4688)  0.113
H (-0.5486, -4.7919, -1.8204)  0.120
H (-1.4273, -2.7557, -0.7450)  0.115
N (2.7272, -0.0732, -0.0143)  0.016
C (2.6979, -1.5188, 0.2504)  -0.316
C (4.0403, -2.1713, 0.5717)  -0.132
C (4.7800, -1.5973, 1.7788)  -0.177
C (4.2131, -1.9733, 3.1472)  -0.145
N (2.8027, -1.6223, 3.3836)  0.097
C (2.3142, -0.3859, 3.4164)  -0.429
N (0.9984, -0.1832, 3.4259)  0.252
N (3.1287, 0.6661, 3.4768)  0.243
C (1.9768, -2.2431, -0.9189)  -0.648
O (2.1852, -3.4354, -1.0610)  0.061
O (1.1767, -1.4965, -1.5945)  -0.221
H (3.1456, 0.0968, -0.9252)  0.102
H (3.2793, 0.4465, 0.6579)  0.056
H (2.0224, -1.6706, 1.1038)  0.114
H (4.6848, -2.0839, -0.3071)  0.133
H (3.8628, -3.2413, 0.6969)  0.124
H (4.8921, -0.5120, 1.6830)  0.092
H (5.8065, -1.9749, 1.7810)  0.123
H (4.8191, -1.5448, 3.9508)  0.123
H (4.2644, -3.0522, 3.2827)  0.133
H (2.1217, -2.3626, 3.3149)  0.148
H (0.3452, -0.9255, 3.2051)  0.091
H (0.6368, 0.7570, 3.3297)  0.097
H (4.1228, 0.5496, 3.5479)  0.117
H (2.7470, 1.5995, 3.4311)  0.098

# 2
Here is C36H42Cl3GeN2OSiZn as an isolated structure from OMol25. Energies are from wB97M-V/def2-TZVPD.

Values from the calculation:
Kohn-Sham gap (spin up / spin down) = 6.16 / 7.51 eV
Spin multiplicity = 2
HOMO energy (spin up / spin down) = -0.212 / -0.293 hartree
LUMO energy (spin up / spin down) = 0.388 / -0.467 eV
⟨S²⟩ = 0.769
Energy above the lowest of the compared OMol25 structures with the same formula, charge and spin = 95.1 kcal/mol

Last column: Löwdin charge in e.
Cartesian coordinates (Å):
Zn (0.7545, 0.7999, 0.0058)  0.673
C (-4.5475, 0.4448, 4.0165)  -0.071
C (-4.8243, 0.6446, 2.5969)  -0.519
C (-5.6136, -0.5991, 2.1413)  -0.039
C (-5.8771, 1.8115, 2.3629)  -0.005
C (-3.4666, 0.7157, 1.9775)  -0.133
C (-2.7672, 2.0087, 1.9616)  -0.015
C (-1.4987, 2.0311, 1.4759)  -0.187
N (-1.0081, 0.9404, 0.8916)  -0.051
C (-1.5852, -0.3769, 0.9177)  -0.227
C (-2.8494, -0.4010, 1.4520)  0.022
C (-0.9423, -1.3934, 0.1869)  -0.198
C (-1.5032, -2.7556, -0.0346)  0.020
C (-0.8384, -3.5775, -0.8029)  -0.185
C (0.4359, -3.2110, -1.3476)  -0.032
C (0.9470, -1.9627, -1.1973)  -0.137
N (0.2073, -1.1003, -0.5020)  -0.023
C (-1.3039, -5.0705, -1.0038)  -0.494
C (-1.4940, -5.2240, -2.5384)  -0.042
C (-2.6840, -5.3523, -0.3542)  -0.056
C (-0.2387, -5.9849, -0.3658)  -0.025
H (-5.2818, 0.5673, 4.8937)  0.122
H (-3.6201, 0.8695, 4.2658)  0.054
H (-4.2309, -0.6751, 4.1380)  0.124
H (-6.5251, -0.5336, 2.5905)  0.067
H (-5.1243, -1.4571, 2.2415)  0.037
H (-5.8643, -0.5258, 1.1838)  0.054
H (-6.6293, 1.6160, 3.0220)  0.052
H (-6.1271, 2.0298, 1.3661)  0.077
H (-5.5524, 2.7677, 2.5497)  0.046
H (-2.8932, 2.8230, 2.6816)  0.116
H (-0.9361, 2.9092, 1.6226)  0.101
H (-3.2358, -1.3752, 1.4428)  0.091
H (-2.4694, -2.9647, 0.4333)  0.109
H (1.0357, -3.8106, -1.9439)  0.084
H (1.8367, -1.5998, -1.6893)  0.118
H (-2.0272, -4.4392, -3.0687)  0.089
H (-1.9459, -6.0829, -2.8509)  0.041
H (-0.5122, -5.0817, -3.0541)  0.091
H (-3.4206, -4.6528, -0.7476)  0.087
H (-2.5600, -5.3421, 0.7066)  0.073
H (-2.9480, -6.3597, -0.7016)  0.089
H (0.7090, -5.8077, -0.8558)  0.078
H (-0.4427, -7.0113, -0.5182)  0.074
H (-0.1534, -5.7744, 0.6536)  0.057
Cl (0.6623, -3.3140, 2.7965)  0.435
Si (2.1679, -2.0185, 3.0405)  -0.753
Cl (3.5246, -2.3182, 1.5760)  0.413
Cl (2.8671, -2.2118, 4.9713)  0.337
C (4.2115, 1.2067, 0.8937)  -0.269
Ge (2.8619, 1.9195, -0.3124)  0.875
C (2.8491, 3.8458, 0.0663)  -0.338
C (3.7424, 4.3710, 0.9329)  -0.126
C (3.6765, 5.7327, 1.2925)  -0.084
C (2.6004, 6.4718, 0.8926)  -0.105
C (1.6237, 5.8831, 0.1118)  -0.109
C (1.7596, 4.6181, -0.3513)  -0.135
C (3.4960, 1.6105, -2.2275)  -0.265
C (4.7424, 1.0973, -2.3055)  -0.103
C (5.2506, 0.7027, -3.6006)  -0.057
C (4.4110, 0.6942, -4.6795)  -0.054
C (3.0829, 1.1375, -4.5775)  -0.159
C (2.1154, 1.0318, -5.6489)  -0.029
C (0.8102, 1.4758, -5.5052)  -0.097
C (0.3938, 2.1441, -4.3151)  -0.049
C (1.3436, 2.1613, -3.2523)  -0.062
C (2.6354, 1.6287, -3.3123)  -0.225
H (5.2699, 1.0328, 0.5431)  0.044
H (3.8618, 0.2124, 1.1371)  -0.076
H (4.0523, 1.8707, 1.7089)  -0.010
H (4.6177, 3.7730, 1.2524)  0.101
H (4.4864, 6.1505, 1.8543)  0.095
H (2.5305, 7.5084, 1.2612)  0.111
H (0.7918, 6.4642, -0.2852)  0.107
H (1.0343, 4.2516, -1.0440)  0.074
H (5.4701, 1.0374, -1.4650)  0.090
H (6.2278, 0.3697, -3.8073)  0.083
H (4.7141, 0.2965, -5.6304)  0.105
H (2.3912, 0.4137, -6.4979)  0.104
H (0.1697, 1.3442, -6.3697)  0.094
H (-0.6477, 2.5097, -4.1904)  0.108
H (0.9723, 2.6549, -2.3702)  0.044
C (0.5025, -0.0514, 3.4818)  -0.152
O (1.7816, -0.3880, 2.9012)  -0.372
H (0.5951, -0.0234, 4.5547)  0.078
H (-0.2914, -0.7216, 3.1639)  0.048
H (0.2574, 0.9482, 3.1145)  0.074

Results for total energy: -76128.780, -193422.682 (in eV, following the order of the records).
Results for max |F|: 0.5, 5.1 (in eV/Å, following the order of the records).